Record 1
A molecular structure, C10H10Br3F3O9 at a distorted geometry, computed with wB97M-V/def2-TZVPD.

The calculation puts the relative energy (zero: lowest compared OMol25 entry of this formula, charge and spin) at 0.0000 eV. The LUMO energy comes out at -0.44 eV. Its charge is 0.

```
35
Properties=species:S:1:pos:R:3:nbo_charge:R:1
C 2.21158 -0.90165 1.71917 -0.154
O -3.14742 4.05056 1.26078 -0.485
F 2.10601 1.12529 0.38551 -0.344
C -2.64001 4.70247 2.31703 0.967
H -1.01504 2.61597 2.13214 0.164
H 0.15928 1.10701 -0.95581 0.227
Br 1.09283 -0.33647 -2.82711 0.098
O -0.30651 -3.19010 -1.55197 -0.465
H -2.31785 2.50625 0.08375 0.211
C 0.16886 -0.37580 2.53342 0.965
H -1.47496 -4.51637 -2.60594 0.202
F 1.57963 -4.66605 -3.70498 -0.329
F 0.27543 3.59101 0.96134 -0.326
H -1.92418 4.17389 -0.38539 0.203
C -2.09324 3.50154 0.45767 -0.130
O 1.03824 -1.37001 2.40836 -0.458
O 1.16317 -3.17501 0.11280 -0.585
O 0.65571 0.77395 2.09725 -0.502
H 3.10139 -1.30077 2.20562 0.216
H 0.36405 -5.98799 -2.81741 0.166
C 0.67941 -4.94972 -2.73071 0.437
C -0.51285 -4.00285 -2.70495 -0.150
O -1.29089 4.60230 2.31651 -0.492
H -0.74364 -3.45890 -3.62290 0.228
O -3.30888 5.34713 3.06752 -0.556
O 1.27071 -4.74461 -1.48363 -0.481
Br 0.96566 2.81643 -2.42787 0.078
H 2.55305 1.30673 2.32726 0.178
C -0.96945 3.50753 1.49924 0.441
O -0.88196 -0.46927 3.11870 -0.583
H 2.22886 -1.38382 0.73667 0.244
C 2.00183 0.62552 1.66813 0.438
C 0.72147 -3.68209 -0.86136 0.981
C 0.08854 1.10569 -2.03462 -0.464
Br -1.79880 1.05220 -2.69423 0.061
```

=====

Record 2
A molecular structure, C10H10Cl3GaNO2 at a distorted geometry, computed with wB97M-V/def2-TZVPD.

The calculation puts the relative energy (zero: lowest compared OMol25 entry of this formula, charge and spin) at 3.3984 eV. The LUMO energy (spin up / spin down) comes out at 2.28 / 2.30 eV. Its charge is -1.

```
27
Properties=species:S:1:pos:R:3:mulliken_charge:R:1
O -0.53741 -0.21021 2.07496 -0.430
C -1.02305 0.19871 4.52792 0.701
H 0.11340 2.53760 -3.28082 0.251
H 1.95078 -1.01109 -2.63652 0.577
Cl 0.54614 -0.33231 5.09460 -0.120
Cl -2.16268 -1.09127 4.28334 -0.105
N 1.26594 1.28652 -0.56493 0.018
C 0.28890 1.74852 -1.28203 0.717
H -0.17624 -3.00685 0.62307 0.460
H 2.26877 -2.17710 -0.21479 0.396
C 1.17027 -1.43962 -2.05619 -0.589
C 1.32299 -2.08554 -0.75339 -0.717
H -1.75998 1.88644 -2.08710 0.091
C 0.83890 2.21463 -2.53656 -1.122
C -0.20880 -1.55464 -2.40383 -0.480
H -0.66071 -1.15502 -3.33534 0.368
O -0.17871 1.80871 2.85780 -0.364
C -1.14188 1.49581 -1.07515 -0.843
C 0.04930 -2.51791 -0.31377 -0.487
C -0.56128 0.61241 3.08976 -0.030
Cl -1.66066 1.64479 5.30807 -0.120
H 1.93655 2.38905 -2.64425 0.231
Ga 0.46973 1.15775 1.01659 0.528
C -0.93628 -2.19210 -1.34715 -0.775
H 2.24447 1.14701 -0.99991 0.264
H -1.48955 1.06728 -0.02579 0.136
H -1.96892 -2.42155 -1.31859 0.446
```

=====

Record 3
A molecular structure, C10H10Cl3GeN3O5W at a distorted geometry, computed with wB97M-V/def2-TZVPD.

The calculation puts the relative energy (zero: lowest compared OMol25 entry of this formula, charge and spin) at 0.0000 eV. The spin multiplicity is 2. The LUMO energy (spin up / spin down) comes out at -11.45 / -14.24 eV. Its charge is +3.

```
33
Properties=species:S:1:pos:R:3:nbo_charge:R:1
C 0.11764 -1.89971 0.09269 0.757
C 1.26579 -1.84036 0.98628 0.050
O -0.67045 -2.78914 -0.09031 -0.490
H -2.26887 -0.17301 1.29391 0.412
Ge -1.18526 -3.80860 -4.05240 1.494
H 2.83600 0.68712 2.36095 0.263
C -0.08057 3.00878 -1.60948 -0.353
N -0.76730 2.14556 -0.64320 -0.608
H 1.42023 -3.91409 1.12122 0.281
Cl 0.08832 1.92606 2.75396 -0.142
H -3.84882 1.19577 -0.34142 0.283
C 2.59742 -0.38103 2.14726 0.107
Cl 0.79713 -3.05034 -3.93697 -0.230
N -2.13351 0.73805 1.05677 -0.804
Cl -2.47016 -2.19260 -3.54490 -0.260
W 0.18251 0.89497 0.69701 2.046
O 1.43990 1.83483 0.18103 -0.484
H -2.61099 1.41354 1.66629 0.452
C 3.21889 -1.48368 2.71096 -0.181
O -0.06680 -0.63781 -0.38210 -0.726
H 0.87301 2.71010 -1.94844 0.298
O -1.41120 3.97375 -3.52332 -0.307
C 1.84012 -2.96006 1.42734 -0.164
H 3.49988 -3.60942 2.62966 0.273
H -2.73112 0.06130 -0.94854 0.263
H 3.99887 -1.31375 3.43189 0.280
C -2.83536 0.93940 -0.28598 -0.309
C 2.93332 -2.79873 2.24074 -0.045
O -2.48821 2.57876 -1.96770 -0.446
H 0.05338 3.98583 -1.21398 0.293
C -1.18045 3.34564 -2.61956 0.803
C -2.02592 1.96873 -0.96874 0.699
N 1.61257 -0.55587 1.27909 -0.506
```

=====

Record 4
A gas-phase ion, C10H10ClN2OP (charge +2) at a distorted geometry, computed with wB97M-V/def2-TZVPD.

The LUMO energy comes out at -8.68 eV. Its charge is +2.

```
25
Properties=species:S:1:pos:R:3:nbo_charge:R:1
H -2.49199 -2.23020 -0.94515 0.283
Cl -2.40032 -5.25194 -0.13093 -0.201
P -2.19665 -3.94163 1.48328 1.275
C 2.33489 1.35356 -0.26287 -0.212
H -1.22829 -0.15842 -1.74165 0.275
C 0.71198 3.43163 -1.43537 0.100
H 1.38625 -0.47615 1.93493 0.277
H 2.55295 4.45680 -1.64576 0.476
H -1.06481 2.04971 -1.11615 0.276
C -1.64646 -1.86692 -0.29964 0.110
N -1.27341 -2.48013 0.87690 -0.589
C -0.93879 -0.66131 -0.78153 -0.204
H 3.99548 2.75730 -0.67089 0.280
C 0.53197 -0.87645 1.33637 -0.203
C 0.03769 2.20690 -1.00084 -0.209
C -0.24158 -2.05383 1.69790 0.092
H -0.02242 -2.62081 2.64103 0.287
O -3.70177 -3.25412 1.84901 -0.925
H 3.00359 0.56876 0.16715 0.279
N 2.08477 3.60124 -1.31541 -0.437
C 0.88225 1.13544 -0.38494 0.043
H 0.08888 4.24928 -1.88488 0.280
C 2.88681 2.63205 -0.74907 0.115
C 0.15936 -0.16038 0.08668 0.032
H -3.45037 -2.41037 2.29181 0.501
```

=====

Which of these has the lowest charge?
C10H10Cl3GaNO2

=====

Which of these has the lowest charge?
C10H10Cl3GaNO2